{
  "formula": "C10H21N3O4",
  "method": "the ωB97M-V functional and the def2-TZVPD basis",
  "symbols": ["H", "O", "H", "H", "N", "C", "H", "C", "O", "H", "H", "H", "C", "H", "H", "N", "C", "H", "H", "H", "C", "H", "O", "C", "C", "C", "H", "H", "H", "C", "H", "H", "H", "N", "O", "H", "H", "C"],
  "coordinates": [[0.4707, 0.7837, 1.5831], [-2.1557, 0.6607, 0.5656], [-0.5276, -0.6368, -0.9654], [-0.0538, 2.0054, -0.8516], [-1.8028, -2.3965, -1.1940], [2.0664, 1.3444, 0.2066], [0.8533, 0.4242, -1.4945], [-0.6552, -1.5306, 0.8635], [-1.2484, -1.7169, 1.9155], [4.1434, -2.9173, -0.1302], [0.6426, 4.0168, -1.2255], [2.2308, 2.2571, -0.3429], [-2.5159, -0.3123, -0.3501], [-1.2223, 0.8532, 0.1841], [-3.7287, -0.7374, 1.3526], [0.6782, -1.3395, 0.7961], [2.8081, -1.6854, 0.1559], [-2.6748, 0.3020, -1.3497], [-3.6074, -2.1665, 0.1605], [3.0290, 1.0471, 0.7804], [-3.6688, -1.0734, 0.3094], [1.2181, -1.1751, 1.6141], [3.1576, -1.5496, 1.3294], [1.7360, 0.3094, -0.8383], [0.8548, 1.7060, 1.1098], [-0.0331, 2.4233, 0.1374], [2.6554, 0.4316, -1.4933], [-1.0808, 2.5517, 0.3486], [1.0909, -1.5498, -1.1896], [1.5812, -1.0290, -0.3229], [1.2233, 2.3592, 1.9202], [0.3452, 4.4994, 0.3500], [-4.5106, -0.5225, -0.0576], [0.5939, 3.7142, -0.2767], [3.4931, -2.4583, -0.6782], [-2.7162, -2.4843, -1.5901], [-1.3029, -3.2064, -0.8801], [-1.3666, -1.2022, -0.4521]],
  "smiles": "C[C@@H](O)[C@H](N)C(=O)N[C@@H](CCCCN)C(=O)O",
  "homo_lumo_gap_ev": 9.4,
  "relative_energy_kj_mol": 397.12,
  "energy_ev": -23368.04157,
  "charge": 0
}

{
  "formula": "C17H39BN11O5P",
  "method": "the ωB97M-V functional and the def2-TZVPD basis",
  "symbols": ["N", "C", "H", "C", "H", "H", "N", "C", "C", "H", "N", "C", "H", "O", "C", "H", "C", "N", "H", "N", "C", "H", "C", "H", "H", "C", "H", "H", "H", "B", "C", "H", "H", "O", "H", "H", "H", "N", "H", "N", "H", "N", "H", "P", "O", "H", "H", "O", "H", "H", "H", "C", "C", "C", "N", "H", "O", "C", "H", "H", "H", "H", "H", "H", "C", "N", "C", "N", "H", "H", "H", "H", "H", "H"],
  "coordinates": [[-2.0484, 1.6115, 1.5363], [0.8679, -1.6614, 0.9793], [-3.6969, -4.1985, -4.6829], [2.7013, 0.3277, 0.5933], [-2.4342, -0.6932, -3.7560], [0.9169, -2.5229, 1.7595], [2.3739, 1.7834, 0.6683], [-5.4371, -3.3998, -6.4849], [-3.6104, -1.2242, -0.0673], [-2.8416, 0.0186, -1.7369], [-2.3615, -1.7345, -3.6983], [0.0169, -0.3350, -1.5992], [-1.4387, -1.9354, -4.1387], [-1.7632, -3.4233, -1.9133], [-4.8253, -4.7671, -6.3542], [1.3473, -2.0927, 0.0256], [1.7721, -0.4644, 1.6533], [1.5082, 5.3926, 1.9277], [-2.4293, 1.9680, -0.8763], [2.8852, 3.9821, -0.4912], [1.4349, 6.7355, 2.1306], [3.5856, 4.1435, -1.2445], [2.5585, 2.5021, -0.5983], [1.0137, 3.0312, 6.5157], [1.4698, 1.9762, 1.1199], [-2.4576, -0.8964, -1.1286], [0.9614, -7.8157, -0.2996], [4.2066, 5.3847, 6.0815], [2.5914, 2.7292, -2.5357], [-2.1900, -2.0789, -2.2284], [1.7348, 3.4364, 7.2282], [-1.2743, -2.2853, 0.8569], [4.2969, 3.7887, 6.7546], [1.2086, -5.1671, -0.8884], [-0.6426, -7.1590, -0.7223], [3.8083, 0.1490, 0.9000], [2.5432, -0.1614, -0.4283], [3.7428, 4.5836, 6.4834], [1.1994, -6.8985, -3.5425], [2.4228, 2.0106, -1.8148], [-0.2623, 2.2754, -0.1307], [-4.3953, -1.7873, 0.6706], [-5.0731, -2.7165, -5.7143], [-1.4547, 1.4677, 0.0531], [1.7693, 5.6387, 6.2793], [1.6526, 5.0719, 0.9812], [2.0222, 4.4372, -0.8510], [1.5403, 7.5184, 1.1983], [-5.1841, -2.9887, -7.4640], [1.7883, -5.2888, -3.2755], [-3.0097, 2.0132, 1.4750], [2.3917, 4.6474, 6.6261], [1.2202, 7.1751, 3.5519], [1.0004, -6.1353, -1.6020], [0.8737, -0.6566, -2.4021], [2.4616, 2.6581, 7.4705], [-5.0886, -5.6885, -7.1095], [-0.6895, -1.2812, 0.8378], [2.4758, -0.9474, 2.4239], [1.0253, 0.1923, 2.2234], [-0.8440, -3.5310, -2.2815], [0.2551, -8.1437, -1.8935], [-6.5215, -3.4847, -6.3926], [1.4272, 4.7105, 2.6633], [-1.0707, -0.3629, -0.4253], [-3.9446, -4.9297, -5.3303], [0.3526, -7.3966, -1.1029], [1.3512, -6.1249, -2.9170], [1.1526, 6.3262, 4.2334], [1.2188, 3.7298, 8.1443], [-3.5206, -5.8386, -5.2218], [-0.9864, -0.7496, 1.8264], [2.0572, 7.8043, 3.8604], [0.2915, 7.7459, 3.6115]],
  "smiles": "[H]/N=C(\\N)NCCCC[C@](C#N)([PH2]=N)[C@H](C#N)B(N)O.CC(N)=O.CC(N)=O.CC(N)=O.CC(N)=O",
  "homo_lumo_gap_ev": 9.2,
  "energy_ev": -54854.30244,
  "charge": 0
}

{
  "formula": "C14H36Br6N8O16",
  "method": "the ωB97M-V functional and the def2-TZVPD basis",
  "symbols": ["C", "H", "O", "H", "Br", "H", "H", "Br", "H", "H", "N", "C", "C", "O", "C", "H", "H", "N", "H", "C", "H", "H", "O", "C", "N", "O", "O", "H", "H", "C", "H", "N", "H", "N", "Br", "C", "H", "H", "H", "O", "O", "Br", "N", "O", "H", "H", "H", "H", "H", "O", "O", "H", "C", "Br", "H", "O", "O", "C", "H", "H", "O", "H", "H", "H", "C", "H", "C", "C", "Br", "H", "N", "H", "N", "O", "O", "C", "H", "H", "O", "H"],
  "coordinates": [[-0.7142, 3.5904, -3.0686], [-2.2579, 4.7765, -3.9699], [0.2517, 0.7624, 5.2604], [1.2524, 2.0381, 2.8191], [-2.0823, 5.5774, -1.5329], [1.4584, 5.7267, -0.5857], [-1.5743, 0.2755, 3.3979], [-1.4809, -5.0166, -1.6877], [4.4335, -1.3735, 0.5041], [1.7824, 4.4882, 1.7045], [-3.3117, -0.5861, 2.7220], [-0.6075, -2.0977, -3.9791], [-2.0526, 4.3025, -3.0131], [-2.9719, 0.9334, -0.7667], [2.6774, -3.1775, -1.2119], [-3.0164, 1.3781, 3.5091], [-3.7021, -1.5324, -2.5229], [1.9091, -2.1705, 3.1146], [-2.7353, -0.0281, 4.6322], [-2.8524, -4.3076, 0.7093], [2.3530, 1.3624, 4.1828], [-3.5154, -6.0119, -0.5087], [-0.0231, -0.7653, -5.7588], [-2.6278, 0.3759, 3.6275], [-3.0336, 0.2635, -1.7772], [-0.3848, -1.4547, -0.1418], [-4.3539, -0.2962, 2.1851], [-3.8252, -4.3796, -1.1377], [0.0790, -3.1007, 3.4723], [-3.2864, -1.1969, -1.5742], [-0.0268, -1.3356, 3.1592], [4.6457, -0.0827, -1.1739], [-0.5041, -3.0090, -4.5566], [-0.0953, -0.8241, -4.5571], [-0.3016, 3.5816, 0.7335], [1.5758, 2.0424, 3.8583], [-1.6525, -1.8959, -3.7554], [-0.1150, -2.2732, -3.0241], [3.3654, -3.2568, -0.3820], [2.7217, -2.7960, 3.7409], [-2.7821, -1.6775, 2.5996], [2.5249, 7.2993, 1.1659], [0.3526, 1.8082, 4.6628], [2.1143, -1.5939, 2.0746], [-4.0347, -1.3758, -0.8078], [1.2834, 1.1460, -0.1504], [5.6813, -1.8977, -0.6742], [0.4152, 5.4528, 2.2699], [2.2461, -4.1274, -1.5206], [2.3718, -2.0853, -3.2120], [3.4364, 0.0560, -1.1447], [0.2682, 6.7009, 0.1804], [0.5274, -2.1237, 3.6490], [-4.5962, -4.3129, 1.6121], [1.8239, -2.5556, -0.9372], [4.3925, -2.5548, -2.6793], [0.1580, 0.0742, -3.7967], [0.8839, 5.0109, 1.3944], [-0.1780, 1.2627, -1.0983], [-2.3088, -1.6183, -1.3597], [-0.4092, 0.1307, 1.3389], [-0.7381, 2.7320, -3.7357], [1.0152, -0.0307, -1.4892], [1.9115, 3.0644, 4.0291], [-3.1130, -5.0117, -0.6145], [5.9477, -0.5369, 0.4277], [1.1571, 6.1110, 0.3875], [0.5602, 0.5637, -0.7099], [0.6305, 4.7940, -3.8192], [-2.8935, 3.6407, -2.8174], [-0.1630, -0.3183, 0.2409], [-0.3758, 3.2989, -2.0833], [3.1973, -2.5213, -2.4403], [-0.4546, 2.7041, 4.7028], [5.3990, 0.4751, -1.9241], [5.2100, -1.0533, -0.1850], [-2.1619, -4.7839, 1.3963], [0.5717, -2.0313, 4.7304], [-2.7125, 0.6513, -2.8683], [-2.5590, -3.2730, 0.5588]],
  "smiles": "C[N+](=O)[O-].C[N+](=O)[O-].C[N+](=O)[O-].C[N+](=O)[O-].C[N+](=O)[O-].C[N+](=O)[O-].C[N+](=O)[O-].C[N+](=O)[O-].BrCCBr.BrCCBr.BrCCBr",
  "homo_lumo_gap_ev": 9.4,
  "relative_energy_kj_mol": 0.00,
  "energy_ev": -480015.97423,
  "charge": 0
}

{
  "formula": "C4H36N2O15",
  "method": "the ωB97M-V functional and the def2-TZVPD basis",
  "symbols": ["H", "H", "C", "H", "H", "H", "H", "H", "O", "H", "H", "O", "O", "C", "O", "O", "O", "H", "H", "H", "H", "N", "H", "H", "O", "H", "H", "H", "C", "O", "O", "O", "H", "H", "H", "H", "H", "H", "H", "O", "O", "H", "H", "O", "H", "H", "O", "N", "C", "H", "H", "H", "H", "H", "H", "H", "O"],
  "coordinates": [[1.9312, -3.5052, -0.2072], [-0.5207, 3.6218, 1.5948], [-0.8450, 1.0468, 3.1886], [-0.1313, 0.2531, 3.4260], [-1.3785, 2.1302, -3.3808], [2.9542, 0.3335, -2.9351], [2.2923, 1.1173, -0.6854], [-1.3200, -2.8367, -3.5711], [-2.6629, -2.5325, 0.3528], [0.3192, -0.2584, 0.7031], [2.0245, -3.1254, 3.5215], [1.1860, 3.2715, 1.1707], [3.4766, 0.1538, 1.9614], [-1.8580, 0.7046, 2.0241], [-0.8924, -4.1149, -0.1652], [-3.1733, 0.0445, -2.9953], [-3.0809, 1.4312, 2.1621], [-1.8160, -3.8000, 0.2096], [-1.0927, 2.2840, 0.4271], [-0.0660, 1.7499, 2.9615], [-2.8377, 2.3600, 2.2794], [0.6473, -0.5953, -1.8650], [1.6651, 2.8304, 1.8531], [-3.4321, 0.5856, -2.1713], [2.9329, 1.6170, -0.1360], [-2.2179, 0.1545, -2.9140], [0.5374, -3.1915, -0.4445], [4.4237, 0.2079, 2.0331], [-1.2123, 1.2944, 0.6383], [2.3536, 1.0467, -2.5493], [-0.8803, 2.9191, -3.7687], [1.4292, -2.9550, -0.7339], [-3.2774, -2.3801, -0.5234], [1.3067, -1.2858, -1.3332], [-1.2957, 1.3808, 4.1572], [-2.2986, 1.1406, 0.1408], [1.6407, -1.6403, 0.3992], [-0.3495, 4.2149, 2.9533], [3.7335, 1.7173, -0.6768], [-1.0562, 4.0395, 2.3518], [1.4558, -1.2160, 1.1920], [-1.0608, -5.0627, -0.1712], [1.6304, -3.0015, 2.0947], [2.3814, -3.3051, 2.6494], [0.5794, -0.8001, -2.9074], [-0.6377, 3.5502, -3.0364], [-1.0707, 0.8367, -1.9132], [-0.3110, 0.2111, 0.1128], [-0.2650, 0.1764, -1.2839], [1.8478, 1.5385, -3.3043], [-1.9643, -1.8361, 0.1838], [-2.5008, -1.8082, -3.9582], [-2.1104, -0.3656, 2.0876], [3.2665, 0.5611, 1.0719], [2.4005, -0.9788, 1.4879], [1.0485, 2.5484, 0.5555], [-1.8483, -2.4781, -4.3144]],
  "multiplicity": 2,
  "s_squared": 0.77,
  "homo_lumo_gap_ev": [10.6, 5.2],
  "relative_energy_kj_mol": 210.00,
  "energy_ev": -38413.54317,
  "charge": 1
}

{
  "formula": "C5H10O2",
  "method": "the ωB97M-V functional and the def2-TZVPD basis",
  "symbols": ["H", "H", "H", "H", "C", "C", "H", "C", "O", "H", "H", "H", "H", "O", "H", "C", "C"],
  "coordinates": [[0.0107, -1.3628, -0.6210], [-1.9323, -1.9073, 0.3224], [-2.4680, -0.2388, -0.0041], [0.8349, -0.5230, 1.5029], [1.6247, -0.7408, 0.7562], [-2.0060, -1.1303, -0.4469], [-2.6584, -1.4943, -1.2496], [1.3019, 1.0231, -0.1262], [1.4776, -1.6702, -0.0719], [2.2631, 1.3569, -0.4961], [0.0018, 2.7688, 0.6558], [-0.3565, 1.3113, -1.6870], [-0.2298, 1.1540, 1.4760], [-0.7423, -0.8039, -0.9894], [2.6385, -0.5001, 1.1231], [0.1453, 1.6867, 0.5945], [0.0946, 1.0706, -0.7385]],
  "homo_lumo_gap_ev": 8.8,
  "relative_energy_kj_mol": 588.47,
  "energy_ev": -9436.94389,
  "charge": 0
}